24
Properties=species:S:1:pos:R:3:forces:R:3:nbo_charge:R:1 method="wB97M-V/def2-TZVPD" e_lumo_ev=-4.19 total_charge=+1 orbital_gap_ev=8.2 e_tot_ha=-3012.4432 e_above_lowest_ev=2.1180
H 0.611285 -1.021529 -3.460562 -0.905 -1.793 1.050 0.209
N 0.369358 -0.308551 -1.199738 2.302 5.236 5.817 -0.068
Br 2.331005 -1.131001 0.802145 -0.469 0.133 0.019 0.199
C -0.265486 0.640527 -1.835986 -0.921 -0.512 -1.715 0.051
C -0.348529 1.953885 -1.322864 -0.792 -0.371 -1.873 -0.236
H -1.111075 1.329342 2.910384 0.562 -1.680 0.020 0.190
H -0.804731 -1.613154 2.838618 0.374 -0.809 0.067 0.360
H 0.434779 0.293947 3.308206 -2.695 0.276 0.406 0.177
N 0.294292 -1.561138 -1.376031 -0.248 -5.141 -3.437 -0.371
H 0.066317 3.326967 0.287245 0.127 -0.369 -0.517 0.257
N -1.032764 -0.780274 2.338248 -1.851 -1.417 -2.241 -0.867
H -2.037201 -0.959610 2.066935 1.340 0.873 0.576 0.367
H 1.451229 1.793916 1.525704 -0.023 -1.278 -1.904 0.288
C 1.124988 0.126807 0.116768 -0.406 -1.838 -2.960 0.099
H -0.721970 -2.317547 -3.140060 -0.366 0.519 0.052 0.231
C 0.242650 -1.936949 -2.824746 0.122 2.032 -0.828 -0.449
C -0.766182 0.277158 3.232073 1.804 2.494 0.608 -0.405
C 0.222726 2.351375 -0.186647 1.211 -0.716 1.686 -0.122
C 1.077885 1.386973 0.513131 -1.535 3.150 1.612 -0.265
H 0.987145 -2.146290 -0.918033 -0.007 0.718 0.456 0.415
H 0.913501 -2.718700 -3.057140 0.975 -0.895 0.235 0.234
H -0.813353 0.362663 -2.816842 0.946 0.451 2.039 0.259
H -0.960552 2.541473 -1.986915 -0.063 0.685 0.377 0.253
H -1.265315 0.109721 4.186104 0.517 0.252 0.454 0.193